This record from OMol25 describes C34H24F5IN8O2Ti as an isolated structure. The level of theory is ωB97M-V/def2-TZVPD.

Multiplicity = 3
Net charge = 0
Energy = -96467.66648 eV

```
75
C34H24F5IN8O2Ti, DFT ωB97M-V/def2-TZVPD
Ti 0.483 0.175 0.127
C 3.157 -2.733 2.383
C 1.972 -3.348 1.712
N 1.723 -4.618 1.906
C 0.658 -5.174 1.320
C -0.194 -4.512 0.470
C -1.391 -5.229 -0.112
O -1.388 -5.306 -1.524
C 0.063 -3.138 0.196
C -0.730 -2.429 -0.733
N -0.710 -1.140 -1.033
C -1.751 -0.815 -1.934
C -3.048 -1.268 -1.655
C -4.098 -1.059 -2.524
C -3.893 -0.375 -3.709
C -2.631 0.106 -4.000
C -1.581 -0.113 -3.126
I 0.298 0.689 -3.667
C 1.151 -2.523 0.886
O 1.405 -1.270 0.753
H 3.714 -3.502 2.909
H 2.834 -1.967 3.089
H 3.797 -2.251 1.643
H 0.494 -6.214 1.571
H -2.312 -4.693 0.145
H -1.452 -6.233 0.326
H -0.676 -5.894 -1.800
H -1.434 -3.048 -1.291
H -3.221 -1.785 -0.719
H -5.078 -1.431 -2.269
H -4.710 -0.206 -4.391
H -2.456 0.656 -4.911
C -1.456 -1.126 3.799
C -1.176 -0.972 2.456
N -0.382 0.005 2.011
C 0.130 0.859 2.950
C -0.177 0.669 4.302
N -0.951 -0.304 4.728
C 1.096 1.801 2.435
C 1.644 2.896 3.089
C 2.698 3.610 2.500
C 3.238 3.093 1.312
C 2.626 2.021 0.681
N 1.500 1.455 1.187
C 3.097 1.296 -0.474
C 4.394 1.347 -0.996
N 4.845 0.477 -1.869
C 4.008 -0.512 -2.217
C 2.714 -0.575 -1.759
N 2.210 0.360 -0.934
C 3.224 4.842 3.092
C 3.034 5.178 4.437
C 3.505 6.394 4.904
N 4.153 7.269 4.153
C 4.358 6.952 2.886
C 3.918 5.772 2.311
H -2.087 -1.923 4.162
H -1.596 -1.646 1.715
H 0.254 1.304 5.064
H 1.232 3.212 4.033
H 4.139 3.508 0.894
H 5.097 2.095 -0.657
H 4.416 -1.257 -2.882
H 2.056 -1.388 -2.048
H 2.547 4.501 5.120
H 3.350 6.685 5.936
H 4.891 7.689 2.298
H 4.098 5.597 1.262
F -1.631 1.959 1.030
C -0.976 1.718 -0.193
F -2.060 1.599 -1.058
C -0.340 3.064 -0.557
F 0.820 2.848 -1.246
F 0.020 3.764 0.529
F -1.081 3.862 -1.326
```

This record from OMol25 describes a 5-piece molecular cluster, C34H24N4O12S overall. The level of theory is ωB97M-V/def2-TZVPD.

SMILES = O=C(Oc1nnc(C[SH](=O)=O)nn1)c1ccccc1.O=C1C=CC(=O)C=C1.O=C1C=CC(=O)C=C1.O=C1C=CC(=O)C=C1.O=C1C=CC(=O)C=C1
Net charge = 0
Energy = -76992.01467 eV

```
75
C34H24N4O12S, DFT ωB97M-V/def2-TZVPD
O -0.339 -1.514 1.781
C 0.166 -0.292 1.525
O 1.594 0.084 1.785
C 1.971 1.211 0.860
N 2.107 0.819 -0.512
N 2.390 1.806 -1.319
C 2.505 3.075 -0.668
C 2.811 4.351 -1.714
S 1.833 5.895 -1.304
O 0.594 5.671 -0.405
O 2.781 7.005 -0.772
N 2.412 3.461 0.707
N 2.129 2.476 1.516
C -0.841 0.861 0.854
C -1.255 0.560 -0.739
C -2.203 1.623 -1.572
C -2.716 2.980 -0.794
C -2.315 3.247 0.803
C -1.356 2.202 1.664
H 3.968 4.532 -1.633
H 2.608 4.023 -2.840
H 1.329 6.386 -2.551
H -0.878 -0.394 -1.332
H -2.458 1.364 -2.696
H -3.377 3.733 -1.406
H -2.730 4.220 1.311
H -1.034 2.383 2.782
O -3.289 -3.310 5.327
C -3.146 -2.099 5.230
C -3.176 -1.426 3.917
C -3.017 -0.103 3.811
C -2.808 0.743 5.004
O -2.665 1.954 4.907
C -2.778 0.070 6.317
C -2.937 -1.253 6.422
H -3.331 -2.059 3.052
H -3.036 0.407 2.856
H -2.623 0.703 7.182
H -2.918 -1.762 7.378
O 4.503 -4.990 4.301
C 3.683 -4.111 4.528
C 2.723 -3.672 3.495
C 1.830 -2.709 3.743
C 1.763 -2.045 5.060
O 0.944 -1.165 5.287
C 2.723 -2.484 6.092
C 3.616 -3.446 5.844
H 2.785 -4.170 2.535
H 1.120 -2.375 2.997
H 2.661 -1.986 7.053
H 4.326 -3.781 6.591
O 5.851 -3.522 -3.226
C 4.688 -3.228 -2.987
C 4.348 -2.057 -2.154
C 3.077 -1.738 -1.892
C 1.958 -2.540 -2.425
O 0.795 -2.245 -2.186
C 2.298 -3.710 -3.258
C 3.569 -4.030 -3.520
H 5.180 -1.479 -1.771
H 2.811 -0.883 -1.282
H 1.466 -4.289 -3.641
H 3.835 -4.885 -4.130
O -3.551 2.094 -4.435
C -3.702 1.434 -5.454
C -4.069 0.005 -5.394
C -4.232 -0.716 -6.507
C -4.052 -0.116 -7.844
O -4.203 -0.776 -8.863
C -3.685 1.313 -7.904
C -3.522 2.034 -6.791
H -4.198 -0.420 -4.406
H -4.501 -1.765 -6.481
H -3.556 1.738 -8.892
H -3.253 3.083 -6.817
```

This record from OMol25 describes C34H25Cl2GeN6O2PtS as an isolated structure. The level of theory is ωB97M-V/def2-TZVPD.

Net charge = +3
Energy = -144314.97166 eV
Relative energy (zero: lowest compared OMol25 entry of this formula, charge and spin) = 398.7 kJ/mol

```
72
C34H25Cl2GeN6O2PtS, DFT ωB97M-V/def2-TZVPD
Pt 2.898 0.824 -1.910
Cl 4.430 0.080 5.172
C 4.347 0.493 3.530
C 3.211 0.308 2.835
C 3.106 0.734 1.459
N 2.014 0.800 0.776
C 0.782 0.351 1.279
O 0.303 0.592 2.353
C 0.083 -0.440 0.178
C 0.375 -1.796 0.089
C 0.274 -2.634 -1.049
C 0.325 -2.307 -2.363
C 0.779 -1.086 -3.037
N 1.565 -0.244 -2.528
C 4.378 1.145 0.755
C 5.526 1.411 1.570
C 5.524 1.109 2.887
Cl 6.902 1.403 3.818
N 4.382 1.186 -0.551
C 5.614 1.443 -1.278
O 6.688 1.051 -0.952
C 5.315 2.229 -2.506
C 6.270 2.935 -3.199
C 5.852 3.709 -4.278
C 4.508 3.735 -4.610
C 3.608 2.967 -3.887
N 4.013 2.231 -2.853
H 2.330 -0.056 3.339
H 0.598 -2.306 1.026
H 0.118 -3.686 -0.830
H 0.064 -3.100 -3.057
H 0.467 -0.972 -4.077
H 6.430 1.798 1.133
H 7.305 2.877 -2.891
H 6.569 4.284 -4.848
H 4.149 4.335 -5.434
H 2.557 2.923 -4.135
S -2.302 1.648 0.844
C -4.031 1.570 0.940
N -4.744 2.719 0.973
C -6.091 2.715 1.086
C -6.746 1.518 1.155
C -5.962 0.365 1.100
N -4.636 0.398 0.999
H -4.255 3.607 0.921
H -6.578 3.680 1.114
H -7.821 1.474 1.246
H -6.412 -0.620 1.144
Ge -2.060 -0.628 0.736
C -2.191 -1.530 2.411
C -2.534 -0.846 3.574
C -2.654 -1.539 4.767
C -2.428 -2.910 4.803
C -2.078 -3.594 3.647
C -1.958 -2.905 2.448
C -2.787 -1.304 -0.902
C -3.368 -2.572 -0.923
C -3.818 -3.106 -2.123
C -3.688 -2.380 -3.299
C -3.112 -1.115 -3.282
C -2.658 -0.577 -2.086
H 0.039 0.106 -0.761
H -2.687 0.227 3.561
H -2.917 -1.011 5.674
H -2.521 -3.446 5.737
H -1.905 -4.661 3.677
H -1.695 -3.457 1.550
H -3.491 -3.140 -0.008
H -4.277 -4.085 -2.139
H -4.048 -2.796 -4.231
H -3.032 -0.545 -4.199
H -2.215 0.414 -2.080
```

This record from OMol25 describes C34H25ClMgN2O5P2 as an isolated structure. The level of theory is ωB97M-V/def2-TZVPD.

Net charge = 0
Energy = -85429.28487 eV
Relative energy (zero: lowest compared OMol25 entry of this formula, charge and spin) = 65.1 kJ/mol

```
70
C34H25ClMgN2O5P2, DFT ωB97M-V/def2-TZVPD
Mg 1.419 -0.499 -0.890
O 4.409 4.372 -2.148
C 3.902 3.288 -2.024
C 2.672 2.769 -2.760
O 2.030 3.371 -3.593
C 2.418 1.442 -2.196
C 3.372 1.114 -1.223
O 3.291 0.031 -0.506
C 4.365 2.180 -1.087
O 5.318 2.225 -0.337
O 1.398 0.667 -2.458
N -1.407 0.875 0.850
P -1.776 0.805 -0.833
C -3.599 0.861 -0.707
C -4.410 0.054 -1.504
C -5.790 0.183 -1.458
C -6.377 1.117 -0.616
C -5.577 1.926 0.177
C -4.197 1.806 0.128
C -1.538 -0.962 -1.278
C -1.744 -2.030 -0.402
C -1.659 -3.337 -0.854
C -1.376 -3.593 -2.192
C -1.145 -2.542 -3.066
C -1.205 -1.230 -2.608
P 0.252 0.659 1.199
C 0.219 0.162 2.940
C 0.596 -1.124 3.310
C 0.550 -1.510 4.643
C 0.126 -0.609 5.607
C -0.246 0.680 5.244
C -0.195 1.068 3.916
C 0.963 2.321 1.188
C 0.233 3.434 0.781
C 0.868 4.659 0.639
C 2.223 4.776 0.907
C 2.952 3.670 1.324
C 2.328 2.440 1.452
H -2.040 0.438 1.512
H -3.967 -0.685 -2.159
H -6.408 -0.451 -2.080
H -7.454 1.215 -0.580
H -6.028 2.660 0.833
H -3.580 2.450 0.742
H -2.000 -1.836 0.635
H -1.832 -4.158 -0.170
H -1.328 -4.615 -2.548
H -0.909 -2.740 -4.105
H -0.996 -0.403 -3.278
H 0.938 -1.821 2.555
H 0.852 -2.509 4.927
H 0.094 -0.906 6.646
H -0.565 1.385 6.000
H -0.460 2.079 3.630
H -0.821 3.338 0.557
H 0.307 5.518 0.296
H 2.723 5.724 0.763
H 4.017 3.750 1.494
H 2.918 1.567 1.711
Cl 2.671 -4.733 -4.353
C 2.317 -4.305 -2.723
C 2.342 -5.254 -1.715
C 2.039 -4.849 -0.425
C 1.717 -3.525 -0.198
N 1.692 -2.619 -1.176
C 1.996 -2.994 -2.418
H 2.597 -6.280 -1.940
H 2.053 -5.551 0.396
H 1.468 -3.174 0.794
H 1.983 -2.229 -3.186
```

This record from OMol25 describes C34H25F5N2O3PPbS as an isolated structure. The level of theory is ωB97M-V/def2-TZVPD.

Net charge = +1
Energy = -83737.03528 eV
Relative energy (zero: lowest compared OMol25 entry of this formula, charge and spin) = 0.0 kJ/mol

```
72
C34H25F5N2O3PPbS, DFT ωB97M-V/def2-TZVPD
Pb 0.390 -0.596 0.596
C -0.427 -4.390 2.983
O -0.615 -3.847 4.268
C -0.824 -2.547 4.488
C -0.958 -2.195 5.826
C -1.218 -0.892 6.200
C -1.357 0.098 5.241
C -1.193 -0.174 3.882
C -1.350 0.928 2.989
N -1.056 0.979 1.726
N -1.288 2.067 1.039
C -0.973 2.112 -0.255
O -0.247 1.237 -0.804
C -1.448 3.293 -0.982
C -1.237 3.411 -2.356
C -1.642 4.547 -3.029
C -2.268 5.576 -2.342
C -2.499 5.457 -0.979
C -2.085 4.331 -0.298
C -0.934 -1.535 3.449
O -0.874 -1.860 2.224
H -0.229 -5.449 3.144
H 0.420 -3.925 2.476
H -1.320 -4.269 2.365
H -0.855 -2.978 6.560
H -1.309 -0.650 7.247
H -1.560 1.115 5.542
H -1.816 1.814 3.416
H -0.749 2.609 -2.887
H -1.475 4.633 -4.092
H -2.571 6.471 -2.864
H -3.003 6.249 -0.447
H -2.232 4.247 0.767
F 7.203 -0.474 3.517
C 6.199 -0.339 2.655
C 4.883 -0.360 3.105
F 4.620 -0.506 4.403
C 3.837 -0.227 2.203
F 2.575 -0.275 2.687
C 4.053 -0.082 0.829
S 2.815 0.101 -0.375
C 5.389 -0.059 0.403
F 5.647 0.065 -0.900
C 6.447 -0.165 1.294
F 7.697 -0.113 0.848
C -1.453 -3.117 -1.649
P -0.744 -1.426 -1.701
C 0.665 -1.408 -2.835
C 1.461 -2.552 -2.904
C 2.715 -2.484 -3.478
C 3.182 -1.286 -3.997
C 2.375 -0.158 -3.975
C 1.131 -0.209 -3.372
C -2.126 -0.390 -2.241
C -2.249 0.078 -3.542
C -3.313 0.903 -3.869
C -4.246 1.257 -2.909
C -4.135 0.770 -1.615
C -3.074 -0.048 -1.277
H -1.688 -3.460 -2.655
H -2.366 -3.066 -1.059
H -0.768 -3.811 -1.170
H 1.109 -3.487 -2.491
H 3.347 -3.360 -3.480
H 4.179 -1.229 -4.405
H 2.737 0.772 -4.388
H 0.536 0.686 -3.283
H -1.525 -0.205 -4.291
H -3.415 1.270 -4.880
H -5.062 1.916 -3.163
H -4.872 1.031 -0.869
H -2.966 -0.421 -0.266
```

This record from OMol25 describes C34H25IN5O5Pt as an isolated structure. The level of theory is ωB97M-V/def2-TZVPD.

Net charge = -1
Energy = -64702.10834 eV
Relative energy (zero: lowest compared OMol25 entry of this formula, charge and spin) = 223.8 kJ/mol

```
71
C34H25IN5O5Pt, DFT ωB97M-V/def2-TZVPD
Pt -2.020 -0.410 -0.096
O 0.027 3.636 -0.357
C -1.086 4.370 -0.523
C -0.933 5.718 -0.850
C -2.039 6.524 -1.033
C -3.324 6.002 -0.900
C -3.482 4.666 -0.580
C -2.380 3.832 -0.395
C -2.565 2.383 -0.096
O -1.526 1.703 0.254
N -3.765 1.900 -0.170
N -3.774 0.519 0.016
C -4.851 0.032 0.505
C -5.123 -1.367 0.708
C -6.285 -1.746 1.387
C -6.535 -3.066 1.699
C -5.577 -4.027 1.348
C -4.433 -3.672 0.666
C -4.199 -2.338 0.275
O -3.184 -2.047 -0.486
H -0.277 2.730 -0.105
H 0.071 6.109 -0.957
H -1.904 7.566 -1.298
H -4.191 6.631 -1.054
H -4.465 4.228 -0.476
H -5.602 0.748 0.830
H -6.995 -0.974 1.670
H -7.437 -3.353 2.224
H -5.730 -5.063 1.628
H -3.686 -4.411 0.403
I 1.391 -4.962 -2.582
C 0.754 -4.147 -0.768
C 1.350 -4.536 0.424
C 0.834 -4.022 1.597
C -0.237 -3.137 1.526
N -0.797 -2.765 0.385
C -0.316 -3.270 -0.750
H 2.198 -5.208 0.431
H 1.257 -4.301 2.553
H -0.666 -2.711 2.426
H -0.813 -2.956 -1.661
O -0.345 0.800 -2.434
C 0.454 0.503 -1.574
N 1.807 0.792 -1.624
C 2.511 0.260 -0.486
C 1.320 -0.361 0.311
O 1.471 -0.915 1.387
N 0.186 -0.215 -0.404
C 3.259 1.331 0.292
C 2.731 1.903 1.444
C 3.450 2.867 2.139
C 4.695 3.276 1.686
C 5.217 2.727 0.522
C 4.503 1.757 -0.167
C 3.424 -0.919 -0.845
C 3.514 -1.401 -2.142
C 4.317 -2.502 -2.429
C 5.017 -3.138 -1.417
C 4.915 -2.667 -0.112
C 4.130 -1.563 0.173
H 2.149 1.559 -2.174
H 1.762 1.584 1.807
H 3.031 3.295 3.041
H 5.260 4.015 2.240
H 6.184 3.049 0.153
H 4.916 1.315 -1.067
H 2.941 -0.922 -2.925
H 4.385 -2.862 -3.447
H 5.626 -4.005 -1.641
H 5.458 -3.160 0.686
H 4.025 -1.207 1.190
```

Q: Number 3 is which compound?
A: C34H25Cl2GeN6O2PtS

Repeat the sixth record exactly.
This record from OMol25 describes C34H25IN5O5Pt as an isolated structure. The level of theory is ωB97M-V/def2-TZVPD.

Net charge = -1
Energy = -64702.10834 eV
Relative energy (zero: lowest compared OMol25 entry of this formula, charge and spin) = 223.8 kJ/mol

```
71
C34H25IN5O5Pt, DFT ωB97M-V/def2-TZVPD
Pt -2.020 -0.410 -0.096
O 0.027 3.636 -0.357
C -1.086 4.370 -0.523
C -0.933 5.718 -0.850
C -2.039 6.524 -1.033
C -3.324 6.002 -0.900
C -3.482 4.666 -0.580
C -2.380 3.832 -0.395
C -2.565 2.383 -0.096
O -1.526 1.703 0.254
N -3.765 1.900 -0.170
N -3.774 0.519 0.016
C -4.851 0.032 0.505
C -5.123 -1.367 0.708
C -6.285 -1.746 1.387
C -6.535 -3.066 1.699
C -5.577 -4.027 1.348
C -4.433 -3.672 0.666
C -4.199 -2.338 0.275
O -3.184 -2.047 -0.486
H -0.277 2.730 -0.105
H 0.071 6.109 -0.957
H -1.904 7.566 -1.298
H -4.191 6.631 -1.054
H -4.465 4.228 -0.476
H -5.602 0.748 0.830
H -6.995 -0.974 1.670
H -7.437 -3.353 2.224
H -5.730 -5.063 1.628
H -3.686 -4.411 0.403
I 1.391 -4.962 -2.582
C 0.754 -4.147 -0.768
C 1.350 -4.536 0.424
C 0.834 -4.022 1.597
C -0.237 -3.137 1.526
N -0.797 -2.765 0.385
C -0.316 -3.270 -0.750
H 2.198 -5.208 0.431
H 1.257 -4.301 2.553
H -0.666 -2.711 2.426
H -0.813 -2.956 -1.661
O -0.345 0.800 -2.434
C 0.454 0.503 -1.574
N 1.807 0.792 -1.624
C 2.511 0.260 -0.486
C 1.320 -0.361 0.311
O 1.471 -0.915 1.387
N 0.186 -0.215 -0.404
C 3.259 1.331 0.292
C 2.731 1.903 1.444
C 3.450 2.867 2.139
C 4.695 3.276 1.686
C 5.217 2.727 0.522
C 4.503 1.757 -0.167
C 3.424 -0.919 -0.845
C 3.514 -1.401 -2.142
C 4.317 -2.502 -2.429
C 5.017 -3.138 -1.417
C 4.915 -2.667 -0.112
C 4.130 -1.563 0.173
H 2.149 1.559 -2.174
H 1.762 1.584 1.807
H 3.031 3.295 3.041
H 5.260 4.015 2.240
H 6.184 3.049 0.153
H 4.916 1.315 -1.067
H 2.941 -0.922 -2.925
H 4.385 -2.862 -3.447
H 5.626 -4.005 -1.641
H 5.458 -3.160 0.686
H 4.025 -1.207 1.190
```